DFT (ωB97M-V/def2-TZVPD) results for the ion C16H21F3N3O2 with charge +1.

Computed properties:
- HOMO-LUMO gap: 8.898 eV
- E: -33643.1854 eV
- SMILES: C=CC[C@]1(N)C[N@@H+](C(F)(F)F)[C@@H](CC(=O)O)[C@H](c2ccccc2)N1
- Charge: +1
- 2S+1: 1
- LUMO energy: -2.99 eV
- HOMO energy: -11.89 eV

The geometry in XYZ format:
```
45
C16H21F3N3O2 | OMol25 | ωB97M-V/def2-TZVPD
C 4.6521 -1.0500 1.4314
C 4.2117 -0.2947 0.4213
C 3.2042 0.7863 0.7149
C 1.9398 0.7659 -0.2124
N 2.4123 0.5119 -1.5536
C 1.2857 2.1401 -0.0208
N -0.1099 2.2603 -0.6110
C -0.1783 2.5335 -2.0646
F 0.9493 3.0303 -2.5304
F -0.5245 1.4815 -2.7818
F -1.1214 3.4733 -2.2197
C -0.9052 1.0684 -0.1106
C -2.4001 1.1557 -0.4730
C -3.2463 0.8189 0.7387
O -3.0430 1.2889 1.8399
O -4.2718 -0.0047 0.4877
C -0.2215 -0.2947 -0.4014
C -1.0536 -1.4906 0.0456
C -0.8101 -2.1559 1.2225
C -1.5695 -3.2514 1.5482
C -2.5513 -3.6896 0.7091
C -2.8236 -3.0322 -0.4667
C -2.0588 -1.9430 -0.7769
N 1.0708 -0.2978 0.3260
H 3.9516 -1.2583 2.2375
H 5.6649 -1.4360 1.4589
H 4.6118 -0.4452 -0.5766
H 2.8527 0.6560 1.7470
H 3.6843 1.7705 0.6836
H 2.5785 -0.4815 -1.6867
H 1.7456 0.7584 -2.2769
H 1.1375 2.2566 1.0566
H 1.9364 2.9701 -0.2984
H -0.5256 3.0796 -0.1550
H -0.9022 1.1620 0.9817
H -2.6687 2.1924 -0.7186
H -2.6690 0.5653 -1.3448
H -4.8053 0.0079 1.2997
H 0.0483 -0.4538 -1.4471
H -0.0238 -1.8268 1.8886
H -1.3769 -3.8066 2.4581
H -3.1256 -4.5736 0.9627
H -3.5982 -3.3866 -1.1327
H -2.2688 -1.4343 -1.7142
H 0.9153 -0.1266 1.3144
```

List of Mulliken charges in e, atom by atom: number 1, C, carries -0.794; number 2, C, carries -0.339; number 3, C, carries -0.768; number 4, C, carries 0.819; number 5, N, carries -0.548; number 6, C, carries -1.416; number 7, N, carries 0.417; number 8, C, carries 0.771; number 9, F, carries -0.213; number 10, F, carries -0.178; number 11, F, carries -0.283; number 12, C, carries -0.988; number 13, C, carries -0.400; number 14, C, carries 0.209; number 15, O, carries -0.593; number 16, O, carries -0.394; number 17, C, carries 0.643; number 18, C, carries -0.270; number 19, C, carries -0.155; number 20, C, carries -0.914; number 21, C, carries -0.442; number 22, C, carries -1.039; number 23, C, carries 0.063; number 24, N, carries -0.340; number 25, H, carries 0.243; number 26, H, carries 0.296; number 27, H, carries 0.421; number 28, H, carries 0.455; number 29, H, carries 0.423; number 30, H, carries 0.401; number 31, H, carries 0.268; number 32, H, carries 0.357; number 33, H, carries 0.451; number 34, H, carries 0.529; number 35, H, carries 0.375; number 36, H, carries 0.448; number 37, H, carries 0.248; number 38, H, carries 0.371; number 39, H, carries 0.335; number 40, H, carries 0.347; number 41, H, carries 0.415; number 42, H, carries 0.413; number 43, H, carries 0.438; number 44, H, carries 0.366; number 45, H, carries 0.550



DFT (ωB97M-V/def2-TZVPD) results for a cluster of 10 separate species, C48H67N10O3 in total.

Computed properties:
- HOMO-LUMO gap: 5.043 eV
- E: -71896.3614 eV
- Charge: +1
- 2S+1: 1
- LUMO energy: -4.30 eV
- HOMO energy: -9.35 eV

The geometry in XYZ format:
```
128
C48H67N10O3 | OMol25 | ωB97M-V/def2-TZVPD
C 0.1738 -5.4105 3.8401
C -1.0045 -5.1427 2.8742
C -0.9493 -3.6749 2.4530
C -1.0321 -3.2803 0.9615
N -0.8673 -1.8194 1.1781
C -1.3446 -1.4259 2.2819
C -1.2166 -0.0270 2.7487
C 0.1776 0.4515 2.3434
O 0.4691 0.5302 1.2319
O 1.0420 0.8059 3.2715
C -2.0025 -2.6372 2.9375
C -2.4900 -2.6009 4.3931
C -4.0205 -2.6863 4.3556
C -4.6622 -1.4098 3.7476
C -5.5362 -1.6684 2.5307
O -4.8372 -1.3793 1.3059
H 1.1012 -5.4272 3.2782
H 0.0436 -6.3402 4.3763
H 0.2532 -4.5810 4.5369
H -1.9234 -5.3663 3.4081
H -0.8383 -5.7747 2.0074
H -0.0097 -3.2570 2.8190
H -0.1622 -3.6312 0.4203
H -1.9967 -3.5123 0.5302
H -0.3753 -1.2688 0.4767
H -1.9780 0.6365 2.3528
H -1.2466 -0.0422 3.8347
H 0.6543 0.8040 4.1603
H -2.8716 -2.8011 2.2866
H -2.1617 -1.7264 4.9462
H -2.1470 -3.5196 4.8632
H -4.3294 -3.5466 3.7665
H -4.4176 -2.8174 5.3583
H -3.9364 -0.6189 3.5403
H -5.3262 -1.0103 4.5108
H -5.9185 -2.6846 2.4904
H -6.4105 -1.0221 2.5294
H -4.0123 -0.9359 1.5298
N 1.3877 1.4283 -2.6056
C 0.6734 2.0470 -1.6155
C 0.0330 3.1222 -2.1719
C 0.3701 3.1489 -3.5538
C 1.2053 2.0905 -3.7904
H 1.9584 0.6102 -2.4800
H 0.6825 1.6698 -0.6070
H -0.6088 3.8136 -1.6492
H 0.0354 3.8645 -4.2879
H 1.6837 1.7533 -4.6950
N -4.8911 -0.1512 -1.4349
C -4.3621 1.0032 -1.9498
C -4.1345 0.8049 -3.2861
C -4.5469 -0.5195 -3.5916
C -5.0112 -1.0812 -2.4306
H -5.1521 -0.2928 -0.4730
H -4.1949 1.8644 -1.3236
H -3.7224 1.5294 -3.9695
H -4.5099 -1.0029 -4.5537
H -5.4150 -2.0589 -2.2282
N -4.8664 0.8807 6.9270
C -5.7687 1.8945 6.7370
C -6.7962 1.7131 7.6221
C -6.5010 0.5484 8.3810
C -5.3055 0.0571 7.9317
H -4.0158 0.7610 6.4104
H -5.6008 2.6518 5.9893
H -7.6636 2.3443 7.7173
H -7.1004 0.1210 9.1673
H -4.7318 -0.8022 8.2367
N -10.5016 1.8817 3.6038
C -10.4317 3.0393 4.3276
C -9.2176 3.0686 4.9594
C -8.5246 1.8816 4.5996
C -9.3424 1.1719 3.7598
H -11.2846 1.5966 3.0436
H -11.2494 3.7397 4.3314
H -8.8648 3.8544 5.6073
H -7.5417 1.5865 4.9199
H -9.2022 0.2266 3.2629
N 2.7782 5.3018 -2.6067
C 3.5945 5.5631 -3.6721
C 4.6706 6.2775 -3.2148
C 4.4984 6.4502 -1.8160
C 3.3234 5.8353 -1.4717
H 1.9105 4.7943 -2.6516
H 3.3398 5.2203 -4.6609
H 5.4901 6.6357 -3.8155
H 5.1610 6.9662 -1.1409
H 2.8296 5.7326 -0.5201
N -3.0427 3.5002 -3.3975
C -3.7587 4.1201 -2.4095
C -4.4020 5.1945 -2.9645
C -4.0648 5.2214 -4.3432
C -3.2278 4.1631 -4.5793
H -2.4686 2.6843 -3.2737
H -3.7477 3.7451 -1.3994
H -5.0436 5.8840 -2.4414
H -4.3990 5.9355 -5.0771
H -2.7487 3.8265 -5.4833
N 4.7393 0.2327 -3.0042
C 5.0534 -0.1272 -1.7202
C 6.0870 -1.0230 -1.7781
C 6.4136 -1.2057 -3.1497
C 5.5673 -0.4167 -3.8796
H 4.0167 0.8790 -3.2659
H 4.5165 0.2850 -0.8815
H 6.5601 -1.4935 -0.9320
H 7.1825 -1.8437 -3.5538
H 5.4821 -0.2618 -4.9417
N 9.1238 -4.5656 -4.3104
C 8.4012 -5.6745 -4.6590
C 7.7165 -5.3866 -5.8074
C 8.0403 -4.0523 -6.1716
C 8.9116 -3.5702 -5.2332
H 9.7160 -4.4993 -3.5030
H 8.4376 -6.5689 -4.0607
H 7.0569 -6.0581 -6.3312
H 7.6747 -3.5089 -7.0270
H 9.3964 -2.6115 -5.1417
N 11.8566 -2.3424 -3.5549
C 12.6763 -2.0794 -4.6200
C 13.7451 -1.3613 -4.1582
C 13.5672 -1.1869 -2.7586
C 12.3958 -1.8043 -2.4159
H 10.9952 -2.8494 -3.6033
H 12.4270 -2.4248 -5.6093
H 14.5655 -1.0006 -4.7559
H 14.2257 -0.6675 -2.0825
H 11.8998 -1.9070 -1.4655
```

Mulliken atomic charge list, values in e, 99 entries: number 1, C, carries -1.295; number 2, C, carries -0.591; number 3, C, carries -0.487; number 4, C, carries -0.847; number 5, N, carries 0.113; number 6, C, carries 0.113; number 7, C, carries -0.242; number 8, C, carries 0.209; number 9, O, carries -0.448; number 10, O, carries -0.473; number 11, C, carries 0.704; number 12, C, carries -0.905; number 13, C, carries -1.169; number 14, C, carries -0.048; number 15, C, carries -0.695; number 16, O, carries -0.581; number 17, H, carries 0.369; number 18, H, carries 0.395; number 19, H, carries 0.334; number 20, H, carries 0.316; number 21, H, carries 0.372; number 22, H, carries 0.501; number 23, H, carries 0.508; number 24, H, carries 0.322; number 25, H, carries 0.233; number 26, H, carries 0.291; number 27, H, carries 0.252; number 28, H, carries 0.377; number 29, H, carries 0.138; number 30, H, carries 0.329; number 31, H, carries 0.404; number 32, H, carries 0.558; number 33, H, carries 0.560; number 34, H, carries 0.293; number 35, H, carries 0.059; number 36, H, carries 0.369; number 37, H, carries 0.273; number 38, H, carries 0.303; number 39, N, carries -0.037; number 40, C, carries -0.989; number 41, C, carries -0.338; number 42, C, carries -0.772; number 43, C, carries -0.531; number 44, H, carries 0.298; number 45, H, carries 0.855; number 46, H, carries 0.485; number 47, H, carries 0.554; number 48, H, carries 0.498; number 49, N, carries 0.089; number 50, C, carries -0.643; number 51, C, carries 0.249; number 52, C, carries -1.145; number 53, C, carries -0.377; number 54, H, carries 0.225; number 55, H, carries 0.080; number 56, H, carries 0.782; number 57, H, carries 0.410; number 58, H, carries 0.441; number 59, N, carries 0.071; number 60, C, carries -0.714; number 61, C, carries -0.144; number 62, C, carries -0.631; number 63, C, carries -0.443; number 64, H, carries 0.156; number 65, H, carries 0.464; number 66, H, carries 0.435; number 67, H, carries 0.418; number 68, H, carries 0.407; number 69, N, carries 0.027; number 70, C, carries -0.570; number 71, C, carries -0.624; number 72, C, carries 0.572; number 73, C, carries -0.824; number 74, H, carries 0.189; number 75, H, carries 0.392; number 76, H, carries 0.400; number 77, H, carries 0.053; number 78, H, carries 0.379; number 79, N, carries 0.101; number 80, C, carries -0.323; number 81, C, carries -0.569; number 82, C, carries -0.539; number 83, C, carries -0.404; number 84, H, carries 0.238; number 85, H, carries 0.363; number 86, H, carries 0.402; number 87, H, carries 0.394; number 88, H, carries 0.358; number 89, N, carries 0.389; number 90, C, carries -0.627; number 91, C, carries -0.799; number 92, C, carries -0.653; number 93, C, carries -0.598; number 94, H, carries 0.225; number 95, H, carries 0.609; number 96, H, carries 0.434; number 97, H, carries 0.439; number 98, H, carries 0.511; number 99, N, carries 0.082



DFT (ωB97M-V/def2-TZVPD) results for the molecule C17H18N2O4S2.

Computed properties:
- HOMO-LUMO gap: 8.867 eV
- E: -50761.7929 eV
- SMILES: CCOc1ccccc1NS(=O)(=O)c1ccc2c(c1)NC(=O)CCS2
- Energy above the lowest of the compared OMol25 structures with the same formula, charge and spin: 82.2 kJ/mol
- 2S+1: 1
- LUMO energy: 0.36 eV
- HOMO energy: -8.51 eV

The geometry in XYZ format:
```
43
C17H18N2O4S2 | OMol25 | ωB97M-V/def2-TZVPD
C -0.1255 2.3676 1.4728
C 0.1830 0.9426 1.9217
O 1.1949 0.3431 1.1350
C 2.5064 0.5100 1.4700
C 2.9924 1.3500 2.4604
C 4.3560 1.4489 2.6942
C 5.2484 0.7141 1.9400
C 4.7745 -0.1357 0.9542
C 3.4146 -0.2468 0.7112
N 2.9252 -1.0746 -0.3016
S 1.5942 -2.0859 -0.1046
O 1.8394 -3.1548 -1.0316
O 1.3659 -2.4279 1.2664
C 0.2118 -1.1494 -0.7498
C 0.3952 -0.2339 -1.7663
C -0.7005 0.4679 -2.2356
C -1.9686 0.2393 -1.7132
C -2.1529 -0.7246 -0.7137
C -1.0383 -1.4090 -0.2324
N -3.4068 -0.9834 -0.1558
C -4.5860 -1.1895 -0.8132
O -5.6077 -1.4067 -0.2073
C -4.4912 -1.1615 -2.3266
C -4.5776 0.2561 -2.8588
S -3.2645 1.3563 -2.1945
H -0.4312 2.3652 0.4293
H -0.9320 2.7761 2.0753
H 0.7498 3.0044 1.5741
H -0.6956 0.3094 1.7672
H 0.4482 0.9068 2.9835
H 2.3179 1.9425 3.0576
H 4.7121 2.1100 3.4692
H 6.3096 0.7921 2.1173
H 5.4623 -0.7216 0.3619
H 3.6411 -1.5697 -0.8132
H 1.3834 -0.0589 -2.1571
H -0.5866 1.2220 -2.9989
H -1.1340 -2.1320 0.5631
H -3.4298 -1.1895 0.8354
H -5.3337 -1.7315 -2.7238
H -3.5585 -1.6319 -2.6474
H -5.5174 0.7252 -2.5688
H -4.4878 0.2690 -3.9460
```

List of Mulliken charges in e, atom by atom: number 1, C, carries -1.067; number 2, C, carries -0.593; number 3, O, carries 0.079; number 4, C, carries 1.295; number 5, C, carries -0.865; number 6, C, carries -0.894; number 7, C, carries -0.729; number 8, C, carries -0.836; number 9, C, carries 0.438; number 10, N, carries -0.250; number 11, S, carries 1.473; number 12, O, carries -0.789; number 13, O, carries -0.676; number 14, C, carries 0.140; number 15, C, carries -0.371; number 16, C, carries -1.032; number 17, C, carries 0.842; number 18, C, carries -0.045; number 19, C, carries -1.161; number 20, N, carries -0.091; number 21, C, carries 0.443; number 22, O, carries -0.646; number 23, C, carries -0.801; number 24, C, carries -0.538; number 25, S, carries -0.146; number 26, H, carries 0.223; number 27, H, carries 0.414; number 28, H, carries 0.374; number 29, H, carries 0.283; number 30, H, carries 0.443; number 31, H, carries 0.350; number 32, H, carries 0.401; number 33, H, carries 0.378; number 34, H, carries 0.351; number 35, H, carries 0.265; number 36, H, carries 0.552; number 37, H, carries 0.486; number 38, H, carries 0.512; number 39, H, carries 0.275; number 40, H, carries 0.370; number 41, H, carries 0.381; number 42, H, carries 0.393; number 43, H, carries 0.370



DFT (ωB97M-V/def2-TZVPD) results for the molecule C3H8Cl2NP.

Computed properties:
- HOMO-LUMO gap: 9.439 eV
- E: -39063.7216 eV
- SMILES: CN(C)P(Cl)CCl
- Energy above the lowest of the compared OMol25 structures with the same formula, charge and spin: 74.5 kJ/mol
- 2S+1: 1
- LUMO energy: 0.78 eV
- HOMO energy: -8.66 eV

The geometry in XYZ format:
```
15
C3H8Cl2NP | OMol25 | ωB97M-V/def2-TZVPD
C -0.6286 0.5950 -0.6516
N 0.2409 -0.4558 -0.1415
C -0.6840 -1.6686 -0.0241
P 1.8728 -0.9590 -0.5363
Cl 2.5765 -1.1642 1.3146
C 2.5341 0.7584 -0.7264
Cl 4.2593 0.9885 -0.5652
H -0.3090 1.6987 -0.7939
H -1.1547 0.3117 -1.4974
H -1.5075 0.5974 0.0048
H 0.0440 -2.4282 0.3188
H -1.5770 -1.4111 0.5487
H -0.9279 -2.1248 -0.9386
H 2.3186 1.2572 -1.7432
H 1.9855 1.3900 0.0857
```

List of Mulliken charges in e, atom by atom: number 1, C, carries -0.965; number 2, N, carries 0.070; number 3, C, carries -1.061; number 4, P, carries 0.060; number 5, Cl, carries -0.199; number 6, C, carries -0.497; number 7, Cl, carries -0.142; number 8, H, carries 0.271; number 9, H, carries 0.441; number 10, H, carries 0.327; number 11, H, carries 0.305; number 12, H, carries 0.342; number 13, H, carries 0.423; number 14, H, carries 0.333; number 15, H, carries 0.293